(1)
The following is a quantum chemistry calculation of 7 unconnected molecules or ions with the total composition C24H48Br4O10S5 in a non-equilibrium geometry, from the Open Molecules 2025 dataset.

Geometry (Å):
Br 25.91 -5.13 -12.18
Br 23.63 -8.80 -4.62
Br 24.58 -4.69 -7.80
Br 26.64 -10.56 -7.55
S 23.57 1.17 -6.37
S 26.10 -4.22 -3.07
S 29.05 -8.58 0.07
S 27.56 0.93 0.36
S 21.18 -8.32 0.34
O 26.76 -3.37 -4.02
O 28.28 -8.82 -1.12
O 27.76 2.35 0.43
O 26.82 -4.86 -2.00
O 22.30 -8.45 -0.56
O 22.57 1.66 -7.28
O 24.11 2.05 -5.36
O 28.25 0.04 1.24
O 29.79 -9.66 0.65
O 20.60 -9.45 0.99
C 25.80 -10.19 -5.83
C 21.44 -6.96 1.46
C 25.08 -8.88 -5.89
C 29.54 -6.03 0.73
C 28.03 -7.82 1.32
C 25.62 -0.59 -0.54
C 20.58 -6.04 -0.70
C 24.94 -5.50 -9.55
C 21.47 -5.76 0.54
C 24.91 0.39 -7.26
C 30.04 -7.11 -0.24
C 26.46 -0.21 -1.75
C 24.73 -1.12 -6.99
C 28.08 -6.33 1.07
C 19.90 -7.38 -0.50
C 27.83 0.33 -1.31
C 23.75 -4.69 -2.12
C 24.15 -1.25 -5.59
C 24.59 -3.47 -2.43
C 25.23 -5.58 -3.93
C 25.83 0.54 0.46
C 25.75 -4.51 -10.34
C 22.96 -0.33 -5.50
C 23.82 -5.65 -3.33
H 21.26 -6.17 -1.55
H 28.61 -0.42 -1.33
H 22.74 0.17 -4.56
H 19.94 -5.20 -0.91
H 25.29 1.41 0.08
H 20.57 -7.01 2.12
H 22.52 -5.67 0.23
H 25.87 -1.55 -0.07
H 19.11 -7.37 0.24
H 24.83 0.57 -8.33
H 27.76 -5.77 1.94
H 25.54 -6.37 -9.31
H 25.88 -6.41 -3.67
H 23.66 -6.66 -2.96
H 29.63 -5.06 0.25
H 27.40 -6.07 0.25
H 25.76 -8.05 -5.73
H 24.93 -0.94 -4.88
H 22.26 -7.08 2.17
H 23.98 -5.75 -9.96
H 28.56 -8.10 2.24
H 25.92 0.68 -2.08
H 25.20 -5.34 -4.99
H 21.28 -4.80 1.03
H 26.57 -1.00 -2.48
H 24.57 -0.70 -0.82
H 23.99 -2.29 -5.31
H 24.25 -2.92 -3.31
H 19.64 -7.90 -1.42
H 25.72 -1.57 -7.07
H 22.07 -0.68 -6.02
H 25.14 -11.02 -5.61
H 22.72 -4.39 -1.87
H 24.06 -5.22 -1.22
H 25.55 0.41 1.50
H 28.03 1.22 -1.90
H 26.77 -4.48 -9.98
H 30.15 -6.03 1.63
H 24.86 -2.87 -1.57
H 24.64 -8.64 -6.86
H 25.89 0.73 -6.92
H 25.32 -3.52 -10.40
H 24.07 -1.51 -7.77
H 31.11 -7.26 -0.11
H 29.83 -6.85 -1.27
H 23.08 -5.39 -4.08
H 26.63 -10.12 -5.13
H 27.06 -8.30 1.45

Computed properties:
**SMILES**: O=S1(=O)CCCC1.O=S1(=O)CCCC1.O=S1(=O)CCCC1.O=S1(=O)CCCC1.O=S1(=O)CCCC1.BrCCBr.BrCCBr
**Net charge**: 0
**LUMO**: -0.15 eV

=====

(2)
The following is a quantum chemistry calculation of a molecular structure, C24H48F2LiNO28S2 in a non-equilibrium geometry, from the Open Molecules 2025 dataset.

Geometry (Å):
S -0.65 -0.45 -0.19
S 1.65 -0.37 -0.84
F -1.58 -1.68 0.29
F 2.60 -1.07 -1.96
O 2.17 1.30 -5.90
O -4.20 -1.35 2.81
O 5.51 -2.83 1.54
O 4.39 -4.73 1.14
O 2.22 0.34 4.25
O 2.46 -0.30 0.32
O 0.33 5.25 -0.53
O 1.63 -3.57 3.11
O -1.70 -1.63 -4.75
O 1.49 2.28 3.41
O -1.48 0.20 -1.16
O 1.93 1.36 -8.03
O -0.86 6.70 0.66
O -2.64 4.53 -1.27
O -1.83 -2.59 -2.71
O -0.16 -2.74 4.16
O -4.66 4.68 -0.25
O 0.22 -4.96 3.93
O -2.37 -3.65 -4.60
O 1.44 0.85 -1.59
O 2.17 -0.66 -7.01
O -5.18 -0.84 4.77
O -0.41 0.29 1.00
O 3.34 1.35 2.62
O -3.58 6.43 -1.17
O 5.45 -4.30 3.10
O -6.32 -1.39 2.90
O -0.28 4.73 1.54
N 0.50 -1.45 -0.91
C 2.11 0.55 -6.98
C 2.49 0.70 -4.66
C 2.27 1.38 3.45
C 0.94 4.00 -0.70
C -1.31 -0.35 -4.24
C 2.19 -2.33 2.66
C -4.72 7.26 -1.00
C 5.05 -4.02 1.85
C 4.45 0.54 2.97
C -3.72 5.14 -0.86
C -0.80 7.53 -0.50
C 0.52 -3.66 3.76
C -2.56 3.11 -1.45
C 5.17 -2.20 0.28
C -0.99 -5.27 4.59
C -2.39 -4.93 -3.99
C -1.93 -2.61 -3.93
C -5.24 -1.15 3.62
C 5.05 -5.56 3.62
C -7.57 -1.37 3.57
C -2.88 -1.04 3.22
C 1.96 0.83 -9.34
C -0.32 5.47 0.62
C 1.08 0.19 5.09
Li -0.19 -3.04 -1.62
H -1.73 2.88 -2.11
H 4.28 -0.51 2.74
H -4.76 7.98 -1.81
H 2.46 -0.14 -9.32
H 5.44 -1.16 0.40
H -2.21 0.21 -4.02
H -1.16 -6.34 4.67
H 1.18 -0.72 5.67
H 3.33 0.01 -4.57
H 0.26 3.17 -0.47
H -4.70 7.68 0.01
H -8.34 -1.24 2.81
H 4.74 0.63 4.02
H 2.54 -2.54 1.65
H -7.67 -0.61 4.34
H 1.19 3.89 -1.75
H -2.39 -0.48 2.43
H -7.80 -2.34 4.01
H 4.14 -5.87 3.11
H 4.14 -2.33 -0.01
H -1.45 -5.16 -3.49
H 0.92 0.67 -9.65
H 0.24 7.72 -0.79
H 2.96 1.49 -4.07
H -1.28 7.02 -1.33
H -0.71 0.24 -4.94
H -3.48 2.80 -1.94
H -2.89 -0.50 4.17
H -2.28 -1.93 3.37
H 0.92 1.11 5.66
H 5.86 -2.64 -0.44
H -3.21 -5.01 -3.28
H 1.49 -1.50 2.64
H -2.38 2.62 -0.50
H 2.49 1.52 -9.99
H 1.59 0.38 -4.14
H 4.74 -5.60 4.67
H -0.62 -0.50 -3.41
H 5.89 -6.23 3.45
H -1.28 8.49 -0.34
H -1.17 -4.87 5.59
H 0.16 0.18 4.51
H 5.30 0.78 2.34
H 3.05 -2.21 3.32
H -1.81 -4.82 4.03
H 1.83 3.85 -0.09
H -2.48 -5.68 -4.77
H -5.67 6.73 -1.08

Computed properties:
**Net charge**: 0
**LUMO**: -1.08 eV

=====

(3)
The following is a quantum chemistry calculation of a molecular structure, C24H48MnO18 in a non-equilibrium geometry, from the Open Molecules 2025 dataset.

Geometry (Å):
Mn -26.91 29.35 7.71
O -28.23 27.79 7.84
O -24.64 32.90 6.65
O -23.85 26.82 5.88
O -25.13 28.01 4.42
O -29.26 30.27 4.15
O -27.75 29.86 5.86
O -25.50 28.07 11.50
O -25.37 28.36 6.66
O -24.23 26.97 9.86
O -28.40 31.86 10.83
O -28.23 30.36 9.11
O -25.87 28.53 9.26
O -26.21 33.06 8.26
O -29.60 26.04 7.36
O -27.49 26.01 6.70
O -25.80 31.06 7.39
O -29.98 30.36 10.61
O -30.02 30.22 6.28
C -28.82 32.03 12.12
C -28.42 33.53 12.40
C -28.44 26.66 7.35
C -22.30 25.35 6.87
C -22.35 26.62 11.39
C -28.02 31.51 2.54
C -28.92 30.11 5.47
C -27.45 24.69 6.24
C -23.52 26.21 7.12
C -24.24 27.62 3.38
C -30.77 29.48 9.89
C -26.44 29.06 11.89
C -26.65 24.61 4.98
C -25.21 27.91 10.15
C -24.77 27.74 5.79
C -23.80 32.25 5.69
C -31.37 30.12 5.88
C -30.72 26.49 8.09
C -28.82 30.84 10.06
C -24.58 31.74 4.44
C -23.61 26.07 10.82
C -26.24 34.52 8.09
C -25.53 32.24 7.44
C -28.25 30.14 3.16
H -30.88 29.87 8.88
H -31.80 29.34 10.23
H -23.38 31.40 6.22
H -32.12 30.43 6.61
H -26.19 30.11 11.77
H -29.17 34.22 12.00
H -29.89 31.90 12.29
H -23.52 25.05 10.45
H -31.73 29.11 5.70
H -30.98 25.83 8.91
H -22.60 24.77 6.00
H -28.77 31.70 1.77
H -21.53 26.49 10.68
H -28.52 33.78 13.46
H -30.24 28.53 9.90
H -27.22 24.90 4.09
H -28.20 32.24 3.32
H -23.59 26.75 3.40
H -24.35 25.62 7.49
H -21.95 26.06 12.24
H -23.85 31.42 3.69
H -26.89 24.18 7.03
H -26.67 28.85 12.93
H -26.99 31.67 2.25
H -27.39 33.75 12.11
H -22.52 27.67 11.64
H -26.84 34.98 8.88
H -21.95 24.73 7.70
H -25.79 25.28 5.03
H -26.25 23.64 4.71
H -30.70 27.53 8.43
H -31.57 30.63 4.94
H -27.31 29.72 3.51
H -28.22 31.44 12.82
H -28.45 24.26 6.19
H -23.07 33.01 5.38
H -24.91 27.58 2.52
H -25.30 35.06 8.04
H -23.54 28.44 3.23
H -26.80 34.85 7.22
H -24.35 25.95 11.60
H -23.28 26.96 7.87
H -28.50 29.54 2.28
H -25.25 30.96 4.80
H -21.47 25.96 6.52
H -25.19 32.57 4.08
H -27.37 28.86 11.35
H -31.63 26.38 7.50

Computed properties:
**2S+1**: 6
**<S²>**: 8.75
**Net charge**: +2
**LUMO (alpha / beta)**: -3.92 / -3.93 eV

=====

(4)
The following is a quantum chemistry calculation of a molecular structure, C24H48MnO24 in a non-equilibrium geometry, from the Open Molecules 2025 dataset.

Geometry (Å):
Mn 0.15 -0.29 -0.10
O -2.60 2.06 2.45
O 2.18 3.08 1.01
O -0.56 0.74 -2.00
O -0.41 -1.81 1.58
O 1.25 1.71 -0.45
O -0.90 3.12 1.52
O -4.74 -1.14 0.16
O 3.12 0.47 3.14
O 1.49 0.13 1.65
O -4.50 -0.59 -1.94
O 3.97 -2.29 -0.80
O 2.26 3.58 -1.11
O 1.11 1.27 3.47
O -1.00 -3.37 3.09
O -0.50 0.81 -4.20
O -1.18 0.99 1.10
O -1.40 2.48 -3.08
O 2.08 -1.12 -0.59
O -2.69 -0.73 -0.57
O 1.11 -3.06 2.59
O -0.44 -2.04 -1.32
O 0.03 -3.29 -3.15
O 3.70 -0.37 -1.85
O -1.16 -4.15 -1.62
C 0.77 -2.22 -3.76
C -3.70 -0.22 -3.06
C -1.05 1.33 -5.40
C 1.83 2.72 -0.21
C -1.78 -4.24 -0.35
C -3.87 -0.77 -0.79
C -1.53 1.98 1.70
C 2.64 4.40 1.29
C 3.18 -1.28 -1.05
C 4.16 0.04 2.28
C -1.61 3.26 -1.90
C -3.35 0.88 2.69
C 1.39 -4.22 3.41
C -0.81 1.33 -3.02
C 2.22 3.25 -2.50
C -6.14 -1.01 -0.05
C -0.50 -3.06 -1.97
C -1.37 4.32 2.14
C 1.91 0.61 2.66
C -2.38 -2.99 3.01
C -0.13 -2.67 2.38
C 3.50 -3.29 0.10
C 1.59 1.84 4.69
C 5.09 -0.41 -2.18
H -3.04 -3.63 3.58
H -6.50 -1.50 -0.95
H 5.40 0.53 -2.62
H -2.05 1.76 -5.35
H -3.55 0.86 -3.13
H 3.09 -2.83 1.00
H -2.73 -0.71 -3.04
H 2.02 5.11 0.73
H -1.13 0.53 -6.14
H -6.62 -1.49 0.80
H -4.17 -0.55 -3.98
H -2.43 -5.11 -0.30
H 1.43 -2.64 -4.50
H 3.69 4.51 1.03
H 1.21 3.03 -2.84
H 5.67 -0.72 -1.32
H 2.37 2.57 4.48
H 2.82 2.37 -2.74
H 5.14 0.39 2.61
H 4.06 0.53 1.30
H -3.96 0.60 1.83
H -2.40 -3.35 -0.21
H 0.74 2.40 5.07
H -1.78 4.08 3.12
H -2.45 -1.92 3.22
H 4.16 -1.04 2.20
H 1.93 1.13 5.44
H -0.40 2.07 -5.87
H 0.80 -5.04 3.03
H -4.03 1.05 3.51
H 4.33 -3.95 0.35
H 2.56 4.17 -2.97
H 0.08 -1.52 -4.23
H -2.02 4.92 1.51
H 2.45 -4.42 3.26
H 5.29 -1.11 -3.00
H -2.67 0.04 2.82
H -1.97 4.23 -2.20
H -1.02 -4.17 0.43
H 1.21 -4.01 4.46
H -0.51 4.94 2.38
H -2.34 2.78 -1.24
H -0.66 3.36 -1.38
H 2.49 4.60 2.35
H 2.76 -3.93 -0.37
H -2.64 -3.07 1.95
H -6.43 0.04 -0.11
H 1.35 -1.67 -3.02

Computed properties:
**2S+1**: 6
**<S²>**: 8.75
**Net charge**: +2
**LUMO (alpha / beta)**: -3.62 / -3.62 eV